# C15H36Cl3FeO4SbSi2

A structure of composition C15H36Cl3FeO4SbSi2 (ωB97M-V/def2-TZVPD, OMol25).

XYZ file:
```
62
Properties=species:S:1:pos:R:3
Fe -0.076 0.003 1.063
C -3.534 0.230 1.542
C -2.804 1.074 2.566
O -1.612 0.412 2.965
C -1.830 -0.604 3.945
C -0.514 -1.322 4.110
O -0.076 -1.744 2.826
C -0.369 -3.074 2.444
C -0.110 -3.110 0.955
O -0.813 -2.036 0.311
C -2.209 -2.309 0.161
C -2.836 -1.055 -0.388
O -2.578 0.010 0.513
H -3.876 -0.720 1.964
H -4.407 0.758 1.146
H -2.492 2.017 2.113
H -3.431 1.303 3.431
H -2.154 -0.146 4.883
H -2.607 -1.299 3.608
H 0.249 -0.644 4.494
H -0.608 -2.166 4.796
H 0.293 -3.783 2.951
H -1.401 -3.338 2.700
H 0.946 -2.936 0.756
H -0.401 -4.063 0.508
H -2.345 -3.156 -0.515
H -2.648 -2.564 1.130
H -2.357 -0.785 -1.331
H -3.907 -1.177 -0.568
Cl 2.799 2.926 1.326
Si 1.361 1.729 2.202
Cl 1.869 1.700 4.211
Cl 2.220 -0.403 1.454
C 3.089 -1.244 -4.358
Si 3.497 -0.495 -2.690
C 4.494 -1.711 -1.670
C 4.424 1.118 -2.881
C 1.910 -0.111 -1.794
H 3.999 -1.550 -4.880
H 2.563 -0.534 -4.998
H 2.460 -2.131 -4.254
H 5.446 -1.932 -2.158
H 3.963 -2.656 -1.541
H 4.712 -1.310 -0.679
H 5.436 0.949 -3.253
H 4.510 1.633 -1.922
H 3.923 1.789 -3.581
H 1.063 -0.789 -1.722
H 1.784 0.829 -1.271
C 0.075 2.401 -2.804
Sb -0.860 2.137 -0.911
C -0.644 4.135 -0.225
C -2.861 2.221 -1.636
H -0.408 3.231 -3.318
H -0.018 1.495 -3.400
H 1.132 2.622 -2.675
H -0.883 4.812 -1.045
H 0.383 4.303 0.093
H -1.309 4.341 0.612
H -2.982 3.122 -2.235
H -3.576 2.241 -0.816
H -3.065 1.355 -2.263
```

Computed properties:
- LUMO (alpha / beta) (eV) = -2.15 / -3.24
- charge = +1
- 2S+1 = 6
- energy above the lowest of the compared OMol25 structures with the same formula, charge and spin (kcal per mole) = 12.7

Atom charges from the Mulliken analysis, given in e for atoms 1 to 6: 2.031, -0.709, -0.700, -0.235, -0.464, -0.866